No. 1
{"formula": "C8H32O8", "method": "ωB97M-V/def2-TZVPD", "de_lowest_ev": 2.9194, "lumo_energy_ev": [-2.2, -9.7], "homo_energy_ev": [-12.779, -11.811], "charge": 1, "spin_multiplicity": 2, "homo_lumo_gap_ev": [10.62, 2.15], "elements": ["C", "O", "H", "H", "H", "H", "C", "O", "H", "H", "H", "H", "C", "O", "H", "H", "H", "H", "C", "O", "H", "H", "H", "H", "C", "O", "H", "H", "H", "H", "C", "O", "H", "H", "H", "H", "C", "O", "H", "H", "H", "H", "C", "O", "H", "H", "H", "H"], "coordinates": [[1.316, 3.879, 3.102], [1.046, 4.045, 4.426], [0.631, 4.370, 2.410], [2.355, 4.137, 2.900], [1.210, 2.814, 2.895], [1.641, 3.542, 4.988], [-3.676, -1.277, 2.343], [-3.449, -1.420, 0.953], [-4.185, -2.124, 2.803], [-2.654, -1.336, 2.718], [-4.060, -0.330, 2.723], [-4.314, -1.290, 0.557], [0.103, -0.415, 0.059], [0.400, 0.623, 0.976], [0.970, -1.059, -0.089], [-0.754, -0.976, 0.432], [-0.095, 0.063, -0.900], [0.369, 0.249, 1.860], [0.767, -2.127, 2.967], [-0.011, -1.055, 3.325], [1.813, -1.973, 2.702], [0.923, -2.811, 3.801], [0.420, -2.704, 2.110], [-0.635, -1.325, 4.002], [-0.938, 3.344, -0.464], [0.400, 3.114, -0.106], [-1.200, 4.400, -0.526], [-1.208, 2.980, -1.455], [-1.646, 2.854, 0.205], [0.487, 2.219, 0.231], [-1.521, -3.854, -1.684], [-1.740, -3.537, -3.031], [-2.520, -4.097, -1.321], [-0.804, -4.656, -1.508], [-1.351, -2.986, -1.047], [-1.944, -4.374, -3.454], [3.323, 1.717, -2.144], [4.262, 1.129, -3.068], [2.940, 2.635, -2.590], [2.404, 1.161, -1.958], [3.742, 2.009, -1.181], [5.094, 1.598, -3.167], [0.625, -0.994, -4.319], [-0.381, -1.751, -4.959], [1.333, -0.468, -4.960], [0.080, -0.229, -3.766], [1.221, -1.434, -3.519], [-0.790, -2.281, -4.271]], "forces_ev_per_a": [[0.8, -1.3, -1.0], [-1.2, 1.1, 1.6], [0.0, 0.5, 0.6], [0.1, 0.2, -0.5], [0.2, -0.5, -0.6], [0.1, -0.1, -0.2], [1.8, -0.6, 0.9], [-1.0, 0.4, -0.1], [-0.4, 0.0, -0.2], [0.0, 0.1, 0.5], [-0.4, 0.1, -0.6], [0.0, -0.1, -0.5], [0.1, 0.0, -0.1], [0.2, 0.7, -0.3], [0.0, -0.2, 0.1], [-0.1, -0.1, -0.4], [-0.3, -0.1, 0.0], [-0.1, 0.0, 0.6], [1.6, -2.7, 0.0], [-0.3, 1.5, -0.1], [0.0, 1.4, 0.0], [-0.5, -0.3, 0.1], [-0.7, 0.0, 0.0], [0.0, 0.1, 0.0], [-0.3, 0.5, 0.6], [-1.0, 1.7, -1.0], [0.7, 0.2, 0.2], [0.4, -0.6, -0.6], [0.1, -0.3, 0.2], [0.1, -1.7, 0.9], [-1.6, 0.0, 1.3], [0.9, 0.5, -1.0], [0.1, -0.9, 0.5], [0.0, 0.1, -0.1], [0.8, 0.3, -0.6], [-0.1, 0.1, -0.3], [0.7, 1.4, -0.8], [-1.3, -0.9, 0.6], [0.0, 0.3, 0.0], [0.5, -1.0, -0.3], [0.3, -0.3, 0.1], [-0.3, 0.4, 0.4], [-0.3, 0.7, 0.2], [1.6, 0.5, -0.1], [-0.5, -0.4, -0.6], [-0.2, 0.7, 0.3], [-0.1, -1.0, -0.1], [-0.6, -0.7, 0.5]], "mulliken_charge": [-0.217, -0.492, 0.203, 0.311, -0.016, 0.334, -0.206, -0.443, 0.313, -0.210, 0.330, 0.271, -0.402, -0.465, 0.225, 0.150, 0.147, 0.262, -0.712, -0.584, 0.289, 0.397, 0.254, 0.306, -0.599, -0.250, 0.323, 0.338, 0.322, 0.463, -0.342, -0.544, 0.316, 0.291, -0.037, 0.308, -0.409, -0.531, 0.329, 0.004, 0.316, 0.306, -0.556, -0.380, 0.344, 0.248, 0.298, 0.398]}

---

No. 2
{"formula": "C6H10O", "method": "ωB97M-V/def2-TZVPD", "de_lowest_ev": 4.8262, "lumo_energy_ev": 0.3, "homo_energy_ev": -8.443, "homo_lumo_gap_ev": 8.71, "elements": ["C", "C", "C", "C", "C", "O", "C", "H", "H", "H", "H", "H", "H", "H", "H", "H", "H"], "coordinates": [[-2.401, 0.249, -0.077], [-1.064, 0.331, 0.560], [1.206, 0.268, -1.103], [1.749, -0.439, 0.100], [1.762, 1.056, 0.061], [0.913, -1.084, 1.032], [-0.473, -0.984, 0.826], [-2.802, -0.742, -0.352], [-2.338, 0.867, -0.987], [-3.115, 0.795, 0.549], [0.134, 0.231, -1.286], [1.784, 0.264, -2.022], [2.680, -0.992, 0.000], [2.693, 1.588, -0.100], [1.052, 1.519, 0.738], [-0.839, -1.840, 0.226], [-0.943, -1.088, 1.833]], "forces_ev_per_a": [[0.0, -0.1, 0.1], [-0.2, -0.3, 0.0], [-0.1, 0.0, -0.2], [0.2, 0.0, -0.1], [0.1, 0.2, 0.1], [0.0, 0.0, 0.1], [-0.2, 0.1, -0.1], [0.1, 0.1, 0.1], [0.0, -0.1, 0.2], [0.0, 0.0, -0.1], [0.2, 0.2, 0.0], [0.0, -0.2, 0.1], [-0.2, 0.1, 0.0], [0.0, -0.2, 0.1], [0.1, 0.0, -0.3], [0.1, 0.2, 0.0], [-0.1, -0.1, -0.1]], "mulliken_charge": [-1.036, -0.205, -0.469, -0.003, -0.425, -0.361, -0.217, 0.311, 0.287, 0.366, -0.011, 0.274, 0.373, 0.265, 0.262, 0.334, 0.254]}

---

No. 3
{"formula": "C6H11NO2", "method": "ωB97M-V/def2-TZVPD", "de_lowest_ev": 2.4259, "lumo_energy_ev": 0.6, "smiles": "CC(=O)CC/C(O)=C/N", "homo_energy_ev": -7.603, "homo_lumo_gap_ev": 8.17, "elements": ["C", "C", "O", "C", "C", "C", "O", "C", "N", "H", "H", "H", "H", "H", "H", "H", "H", "H", "H", "H"], "coordinates": [[1.634, 0.745, -0.994], [0.855, 0.978, 0.284], [1.397, 1.370, 1.323], [-0.678, 1.539, -0.011], [-1.672, 0.517, 0.537], [-1.037, -0.793, 0.189], [-1.251, -1.296, -1.061], [0.058, -1.243, 0.897], [0.706, -2.437, 0.574], [2.699, 0.640, -0.771], [1.281, -0.154, -1.502], [1.508, 1.591, -1.672], [-0.728, 2.484, 0.534], [-0.839, 1.721, -1.076], [-2.670, 0.613, 0.093], [-1.752, 0.617, 1.623], [-1.993, -0.828, -1.478], [0.102, -1.025, 1.963], [0.746, -2.563, -0.436], [1.636, -2.474, 0.983]], "forces_ev_per_a": [[0.4, -1.0, 0.4], [-0.8, 4.0, 0.0], [-0.8, -1.4, -1.2], [1.3, -0.5, 0.8], [0.3, -0.2, 0.0], [1.6, -0.3, 1.2], [-0.3, 0.0, -0.4], [-2.8, -0.8, 0.2], [0.7, 0.1, -0.6], [-0.1, 0.0, 0.0], [0.0, 0.0, -0.1], [-0.2, 0.0, 0.2], [0.0, 0.0, -0.2], [0.2, -0.1, 0.0], [0.0, 0.0, 0.2], [-0.1, -0.1, -0.2], [0.4, -0.2, 0.2], [0.2, 0.6, -0.4], [0.1, -0.2, 0.3], [-0.2, -0.1, -0.2]], "mulliken_charge": [-1.329, 1.000, -0.624, -0.660, -0.808, 0.458, -0.523, -0.594, -0.566, 0.321, 0.291, 0.371, 0.376, 0.315, 0.405, 0.277, 0.346, 0.400, 0.260, 0.283]}

---

No. 4
{"formula": "C8H5N3S2", "method": "ωB97M-V/def2-TZVPD", "de_lowest_ev": 0.0000, "lumo_energy_ev": -0.7, "smiles": "N#CS/N=C1\\C=CC=C[C@@H]1N=C=S", "homo_energy_ev": -9.167, "homo_lumo_gap_ev": 8.47, "elements": ["N", "C", "S", "N", "C", "C", "C", "C", "C", "C", "N", "C", "S", "H", "H", "H", "H", "H"], "coordinates": [[-3.831, 1.355, -1.426], [-3.034, 1.810, -0.703], [-2.004, 2.556, 0.408], [-0.615, 1.593, 0.500], [-0.281, 0.465, 0.038], [-0.843, -0.539, -0.824], [-0.476, -1.806, -0.907], [0.765, -2.268, -0.306], [1.497, -1.373, 0.311], [1.176, 0.060, 0.177], [1.995, 0.936, 1.047], [1.765, 1.741, 1.893], [1.881, 2.827, 2.992], [-1.768, -0.266, -1.258], [-1.222, -2.377, -1.563], [1.056, -3.356, -0.560], [2.366, -1.613, 0.940], [1.573, 0.256, -0.762]], "forces_ev_per_a": [[1.3, 0.6, 1.0], [-1.7, -0.8, -1.2], [1.0, -0.7, 0.0], [-0.6, 0.5, 0.3], [1.9, -0.3, -0.2], [-2.4, 1.3, 0.3], [-0.7, -0.7, -1.7], [-0.8, -3.2, -1.7], [1.3, -0.2, 1.8], [0.6, 1.6, 3.0], [-1.1, -1.8, -1.0], [0.7, 0.1, -0.1], [-0.4, 0.8, 0.9], [-0.9, 0.1, -0.5], [1.7, 0.1, 1.2], [-0.3, 1.9, 1.2], [-0.2, 0.1, -0.7], [0.6, 0.6, -2.4]], "mulliken_charge": [-0.413, 0.373, -0.006, -0.438, 0.832, -0.575, -0.242, -0.504, -0.522, 0.355, -0.377, 0.414, -0.389, 0.256, 0.290, 0.291, 0.406, 0.249]}